1.
A structure of composition C28H29InN4O7P in a non-equilibrium geometry. Source: OMol25; level of theory: ωB97M-V/def2-TZVPD.

- frontier orbital gap (eV) = 6.99
- DFT total energy (eV) = -64255.9831
- total charge = +1
- lowest unoccupied orbital energy (eV) = -3.72
- energy above the lowest of the compared OMol25 structures with the same formula, charge and spin (eV) = 3.224

CARTESIAN COORDINATES (ANGSTROEM)
In  1.9003  1.4691  0.8065
C  4.8683  -2.1549  1.3829
C  4.2338  -3.0501  2.2274
C  3.0911  -2.6450  2.8963
C  2.6190  -1.3567  2.6919
N  3.2354  -0.4903  1.8954
C  4.3278  -0.8850  1.2520
C  1.3572  -0.8830  3.2972
C  0.8116  -1.4697  4.4414
C  -0.3794  -0.9788  4.9306
C  -1.0086  0.0644  4.2598
C  -0.4155  0.5778  3.1175
N  0.7530  0.1130  2.6644
C  -1.0681  1.6386  2.2857
C  -2.3461  2.2426  2.6957
C  -2.8557  3.2692  2.0150
C  -2.2189  3.8068  0.7783
C  -1.0873  2.8717  0.2956
N  -0.4490  1.9869  1.2283
H  5.7623  -2.4244  0.8391
H  4.6147  -4.0543  2.3562
H  2.5630  -3.3440  3.5282
H  4.7971  -0.1394  0.6179
H  1.3206  -2.2753  4.9487
H  -0.8231  -1.4002  5.8223
H  -1.9423  0.4539  4.6337
H  -2.8210  1.9248  3.6112
H  -3.7378  3.7787  2.3866
H  -1.9881  4.8642  0.9085
H  -0.3327  3.4036  -0.2845
O  -5.5087  5.8914  -0.7731
C  -5.3341  6.2372  -1.8670
O  -5.1632  6.5815  -2.9575
C  -2.8527  4.3696  -1.6331
C  -3.0305  3.4851  -0.5112
C  -2.0752  2.1896  -0.6784
N  -1.6149  1.9779  -1.9926
C  -1.4721  2.6573  -2.9608
C  -2.3923  4.4637  -2.7642
C  0.2815  2.1032  -5.5132
O  -0.5468  2.5113  -6.2056
O  1.1136  1.6948  -4.8147
H  -4.0810  3.2366  -0.3582
H  -2.5374  1.3066  -0.2409
H  -2.2495  4.9964  -3.6774
C  -1.7087  -2.2772  -3.4954
C  -1.0581  -1.2883  -2.5576
O  -0.0700  -1.9932  -1.7724
P  0.6527  -1.2060  -0.5566
O  1.1103  -2.5146  0.3042
C  0.1115  -3.1966  1.0745
C  0.4284  -4.6744  1.0796
O  2.0938  -0.8089  -1.1497
C  2.8688  -1.7027  -1.9882
C  2.7796  -1.2672  -3.4338
H  -2.4221  -1.7589  -4.1365
H  -2.2369  -3.0509  -2.9385
H  -0.9603  -2.7572  -4.1258
H  -1.7949  -0.8361  -1.8902
H  -0.5695  -0.4864  -3.1150
H  -0.8812  -3.0238  0.6488
H  0.1163  -2.7916  2.0924
H  0.3785  -5.0739  0.0675
H  -0.2849  -5.2124  1.7049
H  1.4327  -4.8468  1.4684
H  2.5159  -2.7248  -1.8537
H  3.8934  -1.6426  -1.6201
H  1.7850  -1.4571  -3.8361
H  3.5055  -1.8216  -4.0295
H  2.9958  -0.2030  -3.5232


2.
A structure of composition C28H29MoN3OPS. Source: OMol25; level of theory: ωB97M-V/def2-TZVPD.

- frontier orbital gap (alpha / beta) (eV) = 7.10 / 7.01
- DFT total energy (eV) = -57979.6522
- total charge = +3
- 2S+1 = 3
- lowest unoccupied orbital energy (alpha / beta) (eV) = -9.99 / -10.07
- energy above the lowest of the compared OMol25 structures with the same formula, charge and spin (eV) = 0.040

CARTESIAN COORDINATES (ANGSTROEM)
Mo  0.2910  -0.5735  -0.5537
C  0.5048  2.1839  5.1397
C  0.4922  3.2474  4.2440
C  0.5841  3.0068  2.8848
C  0.6655  1.6843  2.4287
C  0.6928  0.6179  3.3294
C  0.6126  0.8744  4.6873
P  0.7393  1.4365  0.6772
C  1.8557  2.5858  -0.1050
C  3.1341  2.7212  0.4422
C  4.0439  3.5759  -0.1603
C  3.6835  4.2869  -1.2987
C  2.4092  4.1558  -1.8401
C  1.4881  3.3049  -1.2476
C  -0.8659  1.5487  -0.1717
C  -1.9192  2.3941  0.2127
C  -3.0046  2.5265  -0.6311
C  -3.0701  1.8171  -1.8389
C  -2.0731  0.9236  -2.1996
C  -0.9895  0.7687  -1.3380
H  0.4446  2.3797  6.2020
H  0.4226  4.2636  4.6069
H  0.6027  3.8370  2.1882
H  0.8022  -0.4015  2.9821
H  0.6457  0.0576  5.3949
H  3.4124  2.1813  1.3400
H  5.0315  3.6952  0.2641
H  4.3942  4.9606  -1.7585
H  2.1266  4.7363  -2.7081
H  0.4821  3.2406  -1.6470
H  -1.8485  2.9824  1.1192
H  -3.8040  3.2075  -0.3700
H  -3.9231  1.9565  -2.4913
H  -2.1532  0.3489  -3.1142
O  1.6827  0.2005  -2.0533
C  2.6924  -0.5989  -2.6930
C  2.6643  -1.9338  -2.0200
C  3.5848  -2.9087  -2.3498
C  3.5349  -4.1323  -1.7049
C  2.5609  -4.3441  -0.7359
C  1.6740  -3.3347  -0.4533
N  1.7109  -2.1323  -1.0842
H  1.6403  1.1033  -2.4037
H  3.6657  -0.1226  -2.5678
H  2.4692  -0.6909  -3.7574
H  4.3339  -2.7060  -3.1040
H  4.2476  -4.9088  -1.9500
H  2.4911  -5.2811  -0.2024
H  0.9085  -3.4559  0.2977
S  -0.9352  -1.6658  1.1995
C  -2.3612  -2.4353  0.4865
N  -2.6953  -3.6211  0.9457
C  -3.9614  -4.3061  0.6067
C  -4.9783  -3.2770  0.1508
C  -4.3683  -2.3969  -0.9262
N  -3.0992  -1.8289  -0.4257
H  -2.0990  -4.0323  1.6489
H  -4.2941  -4.8298  1.5000
H  -3.7600  -5.0454  -0.1691
H  -5.2999  -2.6651  0.9952
H  -5.8568  -3.7847  -0.2431
H  -5.0205  -1.5643  -1.1794
H  -4.1681  -2.9647  -1.8358
H  -2.8741  -0.8687  -0.6411


3.
A structure of composition C28H29N5O2SeV. Source: OMol25; level of theory: ωB97M-V/def2-TZVPD.

- frontier orbital gap (alpha / beta) (eV) = 7.33 / 8.02
- DFT total energy (eV) = -132083.6322
- total charge = +1
- 2S+1 = 3
- lowest unoccupied orbital energy (alpha / beta) (eV) = -3.97 / -3.33
- energy above the lowest of the compared OMol25 structures with the same formula, charge and spin (eV) = 0.000

CARTESIAN COORDINATES (ANGSTROEM)
V  0.5467  -0.5367  0.6689
C  2.9684  -2.2459  -2.1371
C  1.6513  -1.9557  -2.7927
C  1.5393  -1.9140  -4.1784
C  0.3172  -1.6727  -4.7885
C  -0.8118  -1.4445  -4.0163
C  -0.7441  -1.5030  -2.6281
C  -1.9741  -1.2923  -1.7926
C  0.4913  -1.7730  -2.0360
N  0.5271  -1.9890  -0.6178
C  0.5523  -3.3308  -0.2582
O  0.5537  -4.2766  -1.0068
C  0.5896  -3.4693  1.2403
C  0.6109  -4.6461  1.9723
C  0.6188  -4.5412  3.3601
C  0.5879  -3.2927  3.9775
C  0.5579  -2.1730  3.1644
N  0.5716  -2.2982  1.8475
C  0.4199  -0.7344  3.5988
O  0.3668  -0.3919  4.7528
N  0.3224  0.0870  2.4862
C  -0.0933  1.4367  2.7385
C  0.8563  2.4386  2.9313
C  2.3296  2.1660  2.8528
C  0.3983  3.7138  3.2493
C  -0.9556  3.9707  3.3964
C  -1.8810  2.9537  3.2187
C  -1.4644  1.6707  2.8842
C  -2.4697  0.5651  2.7267
H  3.7920  -2.0509  -2.8215
H  3.0262  -3.2933  -1.8342
H  3.1152  -1.6333  -1.2436
H  2.4222  -2.0839  -4.7815
H  0.2451  -1.6634  -5.8678
H  -1.7656  -1.2532  -4.4915
H  -2.8270  -1.0374  -2.4196
H  -1.8402  -0.4735  -1.0714
H  -2.2311  -2.1840  -1.2173
H  0.6169  -5.5963  1.4581
H  0.6360  -5.4371  3.9656
H  0.5773  -3.1740  5.0516
H  2.7134  1.8756  3.8325
H  2.8680  3.0565  2.5319
H  2.5681  1.3560  2.1602
H  1.1174  4.5083  3.4007
H  -1.2894  4.9635  3.6655
H  -2.9375  3.1522  3.3462
H  -3.4711  0.9722  2.5960
H  -2.4879  -0.0769  3.6106
H  -2.2539  -0.0841  1.8705
C  1.1627  1.7648  -3.9714
N  0.0059  2.1172  -3.1633
C  -1.1677  2.6340  -3.6553
C  -1.9863  2.8480  -2.5996
N  -1.3011  2.4597  -1.4746
C  -1.7888  2.5433  -0.1078
C  -0.0892  2.0049  -1.8286
Se  1.2946  1.4679  -0.6799
H  1.0846  2.2959  -4.9162
H  1.1745  0.6906  -4.1377
H  2.0675  2.0708  -3.4515
H  -1.3104  2.8073  -4.7060
H  -2.9852  3.2404  -2.5475
H  -2.7108  3.1177  -0.1097
H  -1.0442  3.0317  0.5172
H  -1.9835  1.5413  0.2769